# 1
79
Properties=species:S:1:pos:R:3 method="wB97M-V/def2-TZVPD" lumo_energy_ev=-1.3398 gap_ev=3.7 energy_ha=-15195.63490
C 1.35440 3.88303 4.34488
C 0.10497 3.38599 5.07004
O -0.43060 4.37661 5.93319
C -0.93789 2.88098 4.05895
Nb -2.66229 4.06831 3.45502
C -3.65779 6.01203 3.32577
C -3.32451 7.08618 4.29782
N -2.78758 8.21983 4.07649
C -4.45148 2.61196 3.12860
C -5.49226 2.78315 4.10178
O -6.53072 3.42578 3.87337
Br -5.31891 2.02074 5.80776
P -2.26387 3.71775 0.74017
S -3.90318 3.33603 -0.40093
H 1.05507 4.50125 3.48968
H 1.97690 4.49090 5.00830
H 1.96437 3.05317 3.97271
H 0.39172 2.57407 5.74970
H -0.27400 5.24621 5.54913
H -0.41219 2.64759 3.11704
H -1.44030 1.96410 4.41938
H -1.30076 5.25803 3.49676
H -3.13448 4.20289 5.14279
H -4.70258 5.67877 3.44709
H -3.47756 6.39246 2.30684
H -3.55566 6.86298 5.34597
H -2.60136 8.33572 3.07410
H -3.99080 1.62458 3.23222
H -4.85715 2.77196 2.12002
H -1.58553 4.82177 0.18599
H -1.28497 2.72320 0.46593
Cs -8.22320 1.97176 3.58065
Br -2.28279 -0.20043 2.01082
C -0.40157 -0.03354 1.61399
C 0.12443 -1.23378 0.87949
Br 0.40672 -2.80644 1.98843
H 0.10691 0.18348 2.54956
H -0.31676 0.82258 0.94695
H 1.09530 -1.00966 0.44235
H -0.58785 -1.52191 0.11249
Cl -4.42015 3.05465 8.54056
Br -1.37570 -2.11568 -2.40259
C -2.14435 -0.61617 -3.38785
C -1.19788 0.55413 -3.47204
Br -1.02482 1.49932 -1.79755
H -3.06626 -0.36736 -2.86960
H -2.36790 -0.99467 -4.38253
H -1.58010 1.27394 -4.19341
H -0.19919 0.23620 -3.76295
C 2.46787 -1.55620 -2.38225
C 3.12972 -1.63784 -3.75134
C 2.87477 -2.91748 -4.53553
N 3.38160 -4.23172 -3.95650
C 3.37515 -5.22954 -5.09491
C 3.66862 -6.65637 -4.66947
C 2.71650 -7.11686 -3.57109
C 2.75241 -6.13573 -2.40592
C 2.44960 -4.72075 -2.86282
C 4.76689 -4.05248 -3.43806
H 3.01704 -2.11433 -1.62148
H 2.41867 -0.52616 -2.03161
H 1.45418 -1.95354 -2.43886
H 4.19928 -1.42827 -3.68282
H 2.72725 -0.85677 -4.40164
H 3.35002 -2.83581 -5.51390
H 1.80490 -3.06668 -4.69046
H 2.38086 -5.16079 -5.54041
H 4.10459 -4.86619 -5.81889
H 3.56996 -7.27840 -5.56037
H 4.70641 -6.75807 -4.34429
H 2.98111 -8.11899 -3.23626
H 1.69856 -7.17383 -3.96833
H 3.71779 -6.17776 -1.89572
H 2.00277 -6.38940 -1.65514
H 2.52857 -4.01504 -2.04322
H 1.44197 -4.65678 -3.27747
H 4.74207 -3.39715 -2.57177
H 5.37925 -3.61133 -4.22219
H 5.17774 -5.01413 -3.15060

=====

# 2
84
Properties=species:S:1:pos:R:3 method="wB97M-V/def2-TZVPD" relative_energy_kcal_mol=37.43 smiles="CN(C)P(=O)(N(C)C)N(C)C.CN(C)P(=O)(N(C)C)N(C)C.CC(C)=O.BrCCBr.BrCCBr" lumo_energy_ev=0.2524 gap_ev=8.5 energy_ha=-12286.97149
Br 9.11346 14.29998 18.16208
C 10.74349 13.49278 18.96307
C 11.73299 14.61546 19.33093
Br 13.34180 13.78836 20.12255
H 11.11878 12.81342 18.19775
H 10.50816 12.89524 19.84380
H 11.33215 15.43880 19.92216
H 11.99970 15.17610 18.43502
Br 10.74778 15.99048 13.48030
C 11.50635 15.14792 15.08063
C 12.62635 14.23112 14.59986
Br 13.19606 13.08936 16.12596
H 10.68541 14.57164 15.50730
H 11.94279 15.86960 15.77114
H 13.50849 14.81600 14.33941
H 12.35066 13.66348 13.71110
O 10.61636 12.62754 9.57722
P 9.54771 11.84484 10.26385
N 9.91243 10.21782 10.84485
C 11.07606 9.52866 10.25403
C 8.95145 9.28070 11.38286
N 8.23037 11.50686 9.23301
C 8.54882 10.82688 7.95747
C 6.88296 11.14414 9.73069
N 8.85623 12.67858 11.64742
C 8.41838 14.04034 11.39216
C 9.43776 12.42924 12.91356
H 11.83777 10.30104 10.14757
H 10.88294 9.15455 9.24863
H 11.40898 8.68092 10.85285
H 9.37044 8.70675 12.20938
H 8.67424 8.57417 10.60051
H 8.02497 9.74098 11.72621
H 9.20534 11.38922 7.29350
H 8.95438 9.82682 8.11080
H 7.61309 10.76114 7.40232
H 6.07163 11.38024 9.04214
H 6.74009 10.08074 9.92268
H 6.65916 11.76282 10.59974
H 9.24440 14.56606 10.91320
H 7.55620 13.91494 10.73715
H 7.98972 14.56222 12.24772
H 8.87367 12.86206 13.73974
H 10.43805 12.86076 12.94973
H 9.53058 11.34340 12.93501
O 16.45477 8.38588 17.43005
P 15.45410 9.08790 18.34462
N 16.03696 10.57704 18.90485
C 15.94696 11.84784 18.10958
C 17.23192 10.56644 19.78421
N 15.23523 8.28370 19.83159
C 14.46143 8.94160 20.94433
C 15.14786 6.83002 19.85765
N 13.83549 9.25090 17.75061
C 13.38441 8.03566 17.01013
C 12.68554 9.94190 18.42813
H 16.62860 11.90950 17.26125
H 16.18309 12.70630 18.73839
H 14.91028 12.03754 17.83135
H 17.14322 9.85200 20.60264
H 17.28769 11.50686 20.33245
H 18.21489 10.49968 19.31792
H 14.22523 10.00470 20.89823
H 13.53758 8.44026 21.23288
H 14.99830 8.78844 21.88050
H 16.17101 6.60248 19.55854
H 15.13542 6.39878 20.85864
H 14.37209 6.36050 19.25281
H 14.20899 7.68050 16.39204
H 13.03879 7.28844 17.72448
H 12.52510 8.20280 16.36071
H 12.98951 10.90278 18.84337
H 12.31301 9.40880 19.30284
H 11.79055 10.00778 17.80946
C 14.73563 18.04518 18.18187
C 14.80854 17.15538 16.94403
O 13.93289 17.15896 16.07853
C 15.77330 16.04976 17.07125
H 13.77395 17.97360 18.68996
H 14.99453 19.08148 17.96476
H 15.42136 17.55291 18.87147
H 16.76520 16.41142 17.34225
H 15.77873 15.57068 16.09219
H 15.52069 15.32596 17.84610

=====

# 3
117
Properties=species:S:1:pos:R:3 method="wB97M-V/def2-TZVPD" spin_multiplicity=2 charge=+1 lumo_energy_ev="-2.7382 / -9.3458" gap_ev="9.2 / 2.5" energy_ha=-5151.92432
C -8.26784 0.60315 12.86722
C -9.00310 -0.43236 11.99755
C -9.77011 -1.59291 12.73811
C -10.82423 -2.12339 11.82602
N -11.64378 -2.53705 11.13869
H -7.54235 1.05846 12.19309
H -7.77540 0.08561 13.69047
H -9.02739 1.27928 13.25968
H -8.37656 -0.87629 11.22393
H -9.73843 0.16539 11.45895
H -10.35390 -1.30409 13.61210
H -9.09296 -2.39329 13.03637
C -4.53444 -1.54261 9.24818
C -5.40340 -2.45309 10.06535
C -5.35997 -2.03537 11.57381
S -3.66240 -1.24615 11.83346
O -2.73989 -2.04459 12.62643
O -3.95701 0.09472 12.25259
C -3.18746 -1.31926 10.06016
H -5.02139 -0.57360 9.13864
H -4.34556 -1.98011 8.26787
H -5.11427 -3.50230 10.00499
H -6.39043 -2.42243 9.60390
H -5.46978 -2.81329 12.32938
H -6.09673 -1.25622 11.76929
H -2.52743 -2.18654 10.04292
H -2.57737 -0.49979 9.68023
C -7.70876 -4.95622 11.44606
C -8.77226 -5.22650 12.53316
C -8.42619 -6.56692 13.14500
S -7.92385 -7.68061 11.73024
O -9.15669 -8.37382 11.31112
O -6.73325 -8.40861 11.95562
C -7.63018 -6.27548 10.64741
H -6.72644 -4.75148 11.87177
H -8.08052 -4.06523 10.94008
H -9.76924 -5.26480 12.09422
H -8.79404 -4.44104 13.28860
H -9.12613 -7.06136 13.81857
H -7.49705 -6.46574 13.70587
H -8.47617 -6.22041 9.96232
H -6.76701 -6.32822 9.98390
C -9.26648 -3.64917 17.67367
C -10.31868 -4.67283 17.97157
C -11.65772 -4.08695 17.67172
S -11.33169 -3.07786 16.05882
O -12.29000 -1.95307 15.85029
O -10.98641 -4.08252 15.02627
C -9.76430 -2.49340 16.82138
H -8.47600 -4.12601 17.09414
H -8.74088 -3.26412 18.54750
H -10.19709 -5.06323 18.98197
H -10.23304 -5.48213 17.24645
H -11.95051 -3.38898 18.45608
H -12.40470 -4.87836 17.61015
H -10.12958 -1.63941 17.39180
H -9.03490 -2.17693 16.07578
C -10.29543 0.05891 7.43401
C -10.56457 1.07900 8.52874
C -11.65867 1.99984 8.11472
S -12.85386 0.99246 7.06765
O -13.10672 1.56421 5.76120
O -13.97271 0.58651 7.98597
C -11.73053 -0.42144 6.82370
H -9.85657 -0.78533 7.96577
H -9.57934 0.35266 6.66653
H -9.61267 1.52351 8.81925
H -10.88157 0.65957 9.48356
H -11.12528 2.73231 7.50884
H -12.08336 2.57024 8.94078
H -11.57868 -0.44673 5.74462
H -12.10184 -1.37274 7.20483
C -15.88382 -3.83031 8.89853
C -15.22283 -3.94046 10.37298
C -14.03295 -4.91116 10.36639
S -13.98851 -5.77832 8.68332
O -13.92474 -7.18245 8.92215
O -13.09266 -4.97569 7.80226
C -15.58270 -5.18191 8.28801
H -15.59650 -3.01805 8.23087
H -16.95676 -3.73147 9.06322
H -16.03931 -4.14606 11.06521
H -14.93848 -2.89838 10.51897
H -14.31009 -5.65331 11.11506
H -13.05913 -4.53770 10.68309
H -16.27343 -5.90196 8.72677
H -15.76293 -5.15836 7.21328
C -4.94956 2.89362 7.18444
C -4.63422 3.95568 8.20769
C -5.25939 3.46428 9.57850
S -6.74842 2.59344 9.23743
O -7.79566 3.58893 9.32065
O -6.91088 1.31373 9.90618
C -6.33571 2.42886 7.40038
H -4.23924 2.08686 7.36521
H -4.67687 3.09742 6.14897
H -5.23271 4.85529 8.06414
H -3.60499 4.28695 8.34571
H -5.57047 4.21242 10.30762
H -4.72356 2.55259 9.84268
H -7.00582 3.02362 6.77964
H -6.49468 1.38396 7.13387
C -13.40157 0.21991 13.10648
C -13.02348 1.23285 14.17504
C -13.32729 2.73782 13.78619
S -12.86155 2.73268 11.96110
O -11.39392 2.67369 11.80656
O -13.68480 3.75377 11.27421
C -13.51996 0.97473 11.70671
H -14.34903 -0.25990 13.35182
H -12.59823 -0.51571 13.14664
H -11.97414 1.15446 14.45935
H -13.45577 0.86994 15.10752
H -12.77277 3.44426 14.40389
H -14.36159 2.89976 14.08964
H -13.01789 0.54240 10.84120
H -14.53140 1.08690 11.31621

=====

# 4
113
Properties=species:S:1:pos:R:3 method="wB97M-V/def2-TZVPD" relative_energy_kcal_mol=0.00 charge=-1 lumo_energy_ev=1.4042 gap_ev=6.2 energy_ha=-6128.13022
Sn 1.21094 -0.28540 0.42509
C -2.79400 -3.79293 2.59686
C -1.58287 -3.48138 3.19340
C -0.42952 -3.39760 2.42203
C -0.47277 -3.62653 1.05111
C -1.69857 -3.93430 0.45964
C -2.84901 -4.02406 1.22705
P 1.08498 -3.41535 0.10085
C 1.55642 -5.12715 -0.30312
C 2.68735 -5.29793 -1.10544
C 3.15289 -6.56606 -1.40930
C 2.50895 -7.68547 -0.89667
C 1.39645 -7.52557 -0.08503
C 0.91814 -6.25432 0.20770
C 0.44922 -2.68328 -1.43434
C 0.13111 -3.40627 -2.58078
C -0.35665 -2.74509 -3.70203
C -0.54417 -1.37014 -3.65688
C -0.21770 -0.65860 -2.50601
C 0.30877 -1.28558 -1.37936
H -3.69974 -3.83341 3.18983
H -1.53635 -3.28618 4.25815
H 0.51284 -3.12198 2.88170
H -1.74989 -4.08689 -0.61260
H -3.79730 -4.25435 0.75659
H 3.20966 -4.42639 -1.48712
H 4.02726 -6.68005 -2.03807
H 2.87872 -8.67724 -1.12558
H 0.89073 -8.39351 0.32087
H 0.04286 -6.14277 0.83446
H 0.26750 -4.48228 -2.60193
H -0.59304 -3.30186 -4.60108
H -0.92593 -0.84330 -4.52533
H -0.36718 0.41908 -2.49797
S 0.91218 2.04489 -0.78964
C 1.32329 3.20970 0.43701
N 0.84231 4.40699 0.48791
N -0.01824 4.76019 -0.47838
C -0.61475 5.99887 -0.48252
C -1.49507 6.32167 -1.52355
C -2.13057 7.55035 -1.54598
C -1.90973 8.48151 -0.53921
C -1.03412 8.16017 0.49014
C -0.38671 6.93679 0.53062
N 2.24774 2.96880 1.47550
N 2.85619 1.88998 1.39877
C 3.75878 1.64454 2.47027
C 3.81991 2.42376 3.62727
C 4.71833 2.08534 4.62323
C 5.55058 0.98066 4.47280
C 5.48289 0.21038 3.32230
C 4.58382 0.53466 2.31633
H -0.19344 4.09590 -1.22714
H -1.66646 5.60179 -2.31628
H -2.80626 7.78128 -2.36060
H -2.40902 9.44136 -0.55854
H -0.84858 8.87670 1.28164
H 0.29365 6.68552 1.33194
H 3.16090 3.27448 3.72483
H 4.77240 2.68319 5.52510
H 6.24780 0.71966 5.25997
H 6.12687 -0.65197 3.20494
H 4.50396 -0.05614 1.41184
O 5.19698 -1.39699 -1.01600
C 4.05838 -1.02845 -1.27675
O 3.15105 -0.78529 -0.40759
C 3.68284 -0.92531 -2.74630
C 2.78665 0.01264 -3.23397
C 2.47209 -0.00544 -4.58332
C 3.00129 -0.92074 -5.47011
C 3.91214 -1.82357 -4.95295
C 4.27010 -1.83479 -3.61698
N 4.51126 -2.80802 -5.86447
O 5.31889 -3.59099 -5.40667
O 4.16495 -2.78540 -7.03119
N 1.48627 0.95562 -5.09604
O 1.24251 1.93243 -4.42237
O 0.97212 0.71130 -6.17506
H 2.34171 0.75126 -2.57836
H 2.71499 -0.93431 -6.50834
H 4.99536 -2.54116 -3.24135
C -6.58877 -1.41576 3.05416
C -5.74822 -0.65624 3.85377
C -4.48754 -0.28970 3.39755
C -4.05453 -0.68424 2.13770
C -4.90101 -1.45257 1.34334
C -6.16268 -1.81049 1.79241
As -2.25422 -0.30393 1.45354
C -2.79270 0.93657 0.05176
C -3.20095 0.61940 -1.23266
C -3.51482 1.63790 -2.12428
C -3.41549 2.96477 -1.72605
C -2.99807 3.28572 -0.44285
C -2.67634 2.27196 0.45056
C -2.14944 2.46692 1.81146
C -1.89058 3.69355 2.41438
C -1.32620 3.73075 3.67986
C -1.01375 2.55433 4.35029
C -1.27696 1.32505 3.75820
C -1.85808 1.28241 2.50075
H -7.57260 -1.69651 3.40918
H -6.07442 -0.33905 4.83701
H -3.84590 0.31443 4.02754
H -4.57309 -1.77663 0.36096
H -6.81285 -2.40153 1.15873
H -3.25246 -0.41451 -1.55443
H -3.82319 1.39693 -3.13425
H -3.64972 3.75573 -2.42905
H -2.90875 4.32363 -0.14653
H -2.10143 4.62129 1.89585
H -1.10508 4.68799 4.13485
H -0.54717 2.59537 5.32703
H -1.01129 0.40678 4.26977

=====

# 5
50
Properties=species:S:1:pos:R:3 method="wB97M-V/def2-TZVPD" relative_energy_kcal_mol=0.00 charge=-1 lumo_energy_ev=2.5511 gap_ev=5.0 energy_ha=-1365.40829
Pd -0.28998 -0.55211 -0.70490
C 1.14487 2.64704 3.56681
C 1.30390 3.27659 2.33424
C 0.62691 2.83229 1.21220
C -0.24059 1.72610 1.27296
C -0.40791 1.11987 2.52789
C 0.27583 1.56653 3.64864
N -0.88309 1.19315 0.16287
C -1.42181 2.05243 -0.81185
C -1.92204 3.32506 -0.57184
C -2.56767 4.04848 -1.57792
C -2.72804 3.48442 -2.83501
C -2.23734 2.20940 -3.10439
C -1.56239 1.50066 -2.11179
N -0.95686 0.28350 -2.27469
N -1.14598 -0.47597 -3.41783
C -0.63838 -1.65664 -3.26706
C -0.60389 -2.62579 -4.34350
C -0.02818 -3.83355 -4.16610
C 0.56084 -4.18157 -2.90839
C 0.49375 -3.25586 -1.91139
N -0.09929 -2.05062 -2.03037
H 1.67739 2.99827 4.44170
H 1.97852 4.12077 2.24403
H 0.77555 3.31996 0.25726
H -1.10174 0.29046 2.60118
H 0.11731 1.06918 4.59973
H -1.83231 3.74795 0.42221
H -2.95495 5.03742 -1.36364
H -3.23830 4.03600 -3.61680
H -2.34697 1.75285 -4.07851
H -1.04101 -2.33124 -5.28803
H -0.00399 -4.54159 -4.98748
H 1.04156 -5.13422 -2.74084
H 0.92638 -3.45662 -0.93664
O 2.61868 -0.00608 -0.15425
C 2.63347 -0.19886 1.22673
C 1.62216 -1.20070 1.74939
C 1.84126 -1.74335 3.01859
C 0.94999 -2.64977 3.54045
C -0.14966 -3.02694 2.77602
C -0.30633 -2.44797 1.53659
N 0.54943 -1.53940 1.03712
H 1.66644 0.05604 -0.39283
H 2.48063 0.73324 1.79222
H 3.62155 -0.58327 1.49752
H 2.71371 -1.42674 3.57627
H 1.10696 -3.06935 4.52664
H -0.87316 -3.74795 3.12880
H -1.14525 -2.69147 0.89798

=====

# 6
16
Properties=species:S:1:pos:R:3 method="wB97M-V/def2-TZVPD" relative_energy_kcal_mol=92.52 smiles=N[C@]1(CCl)[C@H](O)[C@@H]1O lumo_energy_ev=0.4878 gap_ev=9.6 energy_ha=-822.48998
C 0.11268 0.02095 0.08771
C -0.59399 1.12749 -0.56809
C 0.95198 -0.81389 -0.51305
C 1.66786 0.28467 0.00724
H -1.46676 -0.68361 0.86722
H -0.74782 0.44384 2.20501
H -0.53650 2.07527 -0.05559
H -0.01407 1.37417 -1.45082
H 0.81489 -1.06765 -1.61750
H 0.37615 -1.81921 0.98893
H 1.80277 1.02784 -0.77352
H 2.30744 -0.93034 1.49756
N -0.48561 -0.35849 1.33854
O 1.11896 -1.97249 0.27074
O 2.50285 0.12392 1.17107
Cl -2.40838 0.77426 -0.97932